# 1
Formula: C29H59ClNO2
Source: the OMol25 dataset
Level of theory: ωB97M-V with the def2-TZVPD basis set

Structure (XYZ):
```
92
C29H59ClNO2 (ωB97M-V with the def2-TZVPD basis set)
H -1.899 1.617 1.589
H -1.640 1.283 -2.635
C 2.713 -0.365 -2.300
C 6.600 0.027 0.596
H 4.361 -1.720 -0.965
H 0.516 8.110 0.976
H -5.751 -3.492 -0.412
H -5.826 -1.726 -0.491
H -0.688 -1.286 -0.427
C -1.882 1.867 -0.538
C -2.259 1.026 -1.788
H -3.007 3.194 0.745
C 6.813 -1.029 -0.505
C -6.676 -2.571 1.277
H -2.543 5.149 1.267
H -1.065 -2.207 -1.837
C -6.226 -4.648 2.374
H -2.777 -0.702 1.641
H 0.335 0.487 -1.784
H -4.167 -0.554 -0.785
C -5.797 -5.836 1.532
C -5.618 -2.580 0.166
C 5.819 -0.866 2.905
C 0.190 -0.510 -2.201
H 5.917 -3.235 1.783
H 4.328 -0.583 -3.769
H -3.570 4.724 -1.406
H -7.497 -1.912 1.025
C -1.557 5.352 0.857
H 1.566 -1.602 -0.948
H 6.622 -0.656 -2.677
H -6.195 -2.121 2.153
H 0.417 6.818 -0.258
H 5.449 0.047 3.362
H -6.751 -4.988 3.260
H -0.888 4.625 1.317
C -1.558 5.120 -0.660
H -1.661 6.059 -1.195
H -6.692 -6.326 1.165
H 5.583 0.411 0.588
H -5.228 -5.488 0.674
H -0.574 4.753 -0.939
H 6.170 -1.516 3.704
C -0.142 7.486 0.384
H -0.003 -0.359 -3.259
H -0.650 6.650 2.270
O -7.145 -3.842 1.629
C 4.841 -1.664 -1.938
H 7.880 -1.091 -0.696
C 6.997 -0.537 1.981
H 4.328 -1.106 1.307
O -4.320 -2.504 0.766
H 2.364 0.452 -2.926
C 4.874 -3.078 2.036
H 1.472 -2.134 -2.631
H 7.648 -1.390 1.813
H -5.342 -4.090 2.678
C -2.654 4.185 -1.184
C 3.835 -1.160 -2.992
H 3.785 -1.483 2.922
H -2.014 7.369 1.510
H -3.930 2.595 -0.595
C -0.954 -1.188 -1.478
C -1.848 0.975 0.717
H 7.246 0.869 0.361
H -0.893 0.459 0.791
H 4.586 -3.617 2.931
H -2.382 -2.607 0.305
H -3.885 0.483 1.058
N -3.229 -0.812 -0.467
H -0.693 8.170 -0.255
H 3.117 0.056 -1.385
C -2.972 -0.045 0.806
C -2.303 -0.472 -1.589
H -0.906 2.319 -0.670
H -5.171 -6.518 2.098
H 3.433 -2.042 -3.481
H 5.202 -2.648 -2.222
H 5.557 0.290 -1.633
H -2.307 3.800 -2.144
H -3.266 1.322 -2.074
H 4.222 -3.424 1.237
H 6.461 -1.975 -0.105
C 4.632 -1.564 2.242
H -3.478 -2.881 -1.036
H 7.588 0.228 2.477
C -2.942 2.959 -0.311
C -1.138 6.765 1.305
C 6.011 -0.689 -1.780
Cl -3.115 -1.122 -3.079
C -3.307 -2.276 -0.148
C 1.503 -1.267 -1.981
```

Properties
- LUMO level: -2.50 eV
- HOMO-LUMO gap: 9.59 eV
- Net charge: +1
- HOMO energy: -12.09 eV
- Maximum force: 1.57 eV/Å
- E_tot: -49130.652 eV

---

# 2
Formula: C2H4BrP
Source: the OMol25 dataset
Level of theory: ωB97M-V with the def2-TZVPD basis set

Structure (XYZ):
```
8
C2H4BrP (ωB97M-V with the def2-TZVPD basis set)
H -1.368 -0.595 1.741
Br -0.264 2.976 -0.210
C -0.756 1.322 -0.888
H -0.562 -0.457 1.645
P -1.770 0.381 -1.806
C 0.053 0.158 -1.398
H 0.863 0.379 -2.072
H 0.494 -0.510 -0.776
```

Properties
- LUMO level: -0.22 eV
- Energy above the lowest of the compared OMol25 structures with the same formula, charge and spin: 73.1 kcal per mole
- HOMO-LUMO gap: 8.75 eV
- HOMO energy: -8.97 eV
- Maximum force: 3.46 eV/Å
- E_tot: -81466.481 eV

---

# 3
Formula: C6H14O
Source: the OMol25 dataset
Level of theory: ωB97M-V with the def2-TZVPD basis set

Structure (XYZ):
```
21
C6H14O (ωB97M-V with the def2-TZVPD basis set)
H -1.013 -0.388 1.226
H 2.930 0.534 -1.183
C 2.736 -0.379 -0.596
C 0.360 0.366 -0.276
C -2.100 0.962 -0.023
H 0.089 -0.367 -1.048
O 3.894 -0.797 0.099
H 2.392 -1.153 -1.301
C -0.832 0.538 0.669
H 1.446 -1.028 0.982
H 4.573 -1.007 -0.553
H -4.228 0.965 -0.142
H -2.023 1.848 -0.654
H 1.997 0.640 1.138
H 0.555 1.314 -0.798
H -2.287 -0.825 -0.673
H -3.483 -0.418 0.829
C -3.333 0.479 0.238
H -0.616 1.325 1.404
C 1.637 -0.106 0.418
H -2.693 -2.502 0.245
```

Properties
- LUMO level (alpha / beta): -0.10 / 0.27 eV
- Energy above the lowest of the compared OMol25 structures with the same formula, charge and spin: 154.3 kcal per mole
- HOMO-LUMO gap (alpha / beta): 7.67 / 9.49 eV
- HOMO energy (alpha / beta): -7.76 / -9.22 eV
- Maximum force: 1.92 eV/Å
- E_tot: -8490.199 eV